Below is the molecule C3H8O2S, with properties calculated with wB97M-V/def2-TZVPD.

Geometry as XYZ:
```
14
Properties=species:S:1:pos:R:3:forces:R:3
C 0.471 -0.924 0.454 -1.71 1.67 0.09
C -1.336 0.894 0.162 0.21 -0.41 0.44
H 0.193 -0.682 1.505 0.74 -0.54 -0.41
H 1.550 1.115 -0.180 0.07 -0.37 0.09
H -1.487 0.789 1.260 -0.59 0.02 -0.66
S 2.011 -0.150 -0.102 0.13 -0.04 0.03
C -0.809 -0.426 -0.329 1.59 -0.40 -0.27
H -1.575 -2.192 -0.247 -0.30 0.27 0.03
H 0.563 -1.985 0.284 0.17 -0.35 0.16
O -0.354 1.865 -0.047 -0.14 2.19 0.02
O -1.880 -1.286 -0.088 -0.34 -1.18 -0.06
H -2.239 1.099 -0.426 -0.12 0.07 0.51
H -0.532 -0.379 -1.403 -0.29 0.10 0.34
H -0.735 2.742 0.198 0.58 -1.03 -0.32
```
Forces are in eV/Å.

Results
* SMILES string: OC[C@H](O)CS
* energy relative to the best compared isomer or geometry (same formula, charge and spin): 1.027 eV
* maximum force: 2.40 eV/Å